Record 1
A cluster of 6 separate species, C28H57BF4IN12O8 in total. Source: the OMol25 dataset; level of theory: ωB97M-V/def2-TZVPD.

```
111
Properties=species:S:1:pos:R:3
C 2.536 2.574 0.565
C 3.975 1.920 0.610
C 3.858 0.509 1.382
C 4.398 -0.602 0.408
C 3.964 -2.068 0.798
C 2.426 -2.203 1.179
C 1.556 -1.455 0.057
C 0.205 -2.300 -0.156
C -1.022 -1.305 -0.275
C -0.931 -0.313 -1.491
C -0.233 -0.916 -2.774
C 1.125 -0.457 -3.105
C 1.765 -1.000 -4.288
C 0.984 -1.986 -5.055
C -0.353 -2.289 -4.590
N -0.976 -1.786 -3.493
O -2.124 0.320 -1.945
C -3.281 0.250 -1.125
C -4.470 0.559 -2.162
I -4.597 2.634 -2.784
C -5.842 -0.146 -1.907
C -6.582 0.097 -0.546
C -3.227 1.163 0.141
F -4.383 1.883 0.407
F -3.069 0.384 1.308
C -2.078 2.243 0.232
F -1.838 2.942 -0.916
F -0.909 1.746 0.834
C -3.532 -1.273 -0.733
N -2.355 -1.976 -0.095
B -2.422 -3.439 -0.497
O -2.242 -3.930 -1.769
O -2.756 -4.379 0.514
C -1.607 -5.183 0.889
H 1.982 2.391 1.530
H 2.658 3.671 0.398
H 1.958 2.070 -0.257
H 4.728 2.516 1.179
H 4.316 1.698 -0.435
H 4.445 0.491 2.334
H 2.781 0.406 1.657
H 4.157 -0.437 -0.672
H 5.523 -0.579 0.479
H 4.525 -2.396 1.719
H 4.263 -2.798 -0.006
H 2.182 -1.734 2.163
H 2.198 -3.299 1.126
H 2.179 -1.548 -0.874
H 1.349 -0.392 0.332
H 0.374 -2.899 -1.083
H 0.133 -2.929 0.776
H -0.892 -0.655 0.639
H -0.218 0.501 -1.164
H 1.607 0.277 -2.413
H 2.784 -0.666 -4.569
H 1.467 -2.439 -5.950
H -0.927 -3.038 -5.192
H -4.102 0.060 -3.104
H -6.536 0.244 -2.707
H -5.838 -1.259 -2.094
H -7.389 -0.685 -0.454
H -7.134 1.075 -0.571
H -5.959 -0.005 0.377
H -2.441 3.009 0.974
H -4.390 -1.396 -0.020
H -3.728 -1.800 -1.707
H -2.542 -1.971 0.922
H -2.554 -4.857 -1.761
H -1.906 -6.203 1.260
H -0.965 -5.355 -0.010
H -1.047 -4.709 1.743
C -1.300 -1.100 4.426
O -0.683 -1.881 3.709
N -1.856 -1.472 5.610
N -1.481 0.205 4.095
H -2.365 -0.846 6.209
H -1.743 -2.432 5.889
H -1.083 0.513 3.225
H -1.983 0.865 4.663
C 5.794 4.741 -1.709
O 5.057 3.778 -1.842
N 5.495 5.969 -2.217
N 6.978 4.671 -1.042
H 6.086 6.775 -2.119
H 4.626 6.059 -2.716
H 7.233 3.781 -0.653
H 7.598 5.450 -0.921
C 5.326 8.297 -5.685
O 4.833 8.919 -4.759
N 5.747 7.008 -5.555
N 5.497 8.835 -6.924
H 6.155 6.474 -6.299
H 5.634 6.581 -4.652
H 5.197 9.785 -7.056
H 5.899 8.340 -7.697
C -0.535 1.859 7.909
O -1.704 2.153 7.703
N 0.285 2.610 8.691
N 0.038 0.751 7.367
H 1.245 2.384 8.871
H -0.109 3.436 9.107
H -0.546 0.177 6.786
H 0.993 0.482 7.516
C -5.620 -7.511 0.354
O -6.092 -8.188 -0.539
N -5.887 -7.739 1.670
N -4.780 -6.460 0.113
H -5.508 -7.192 2.420
H -6.502 -8.504 1.886
H -4.562 -6.263 -0.847
H -4.378 -5.887 0.831
```

Calculated values
LUMO = -0.0814 hartree
DFT total energy = -83867.9242 eV
Gap between HOMO and LUMO = 9.1 eV
Charge = +1

***

Record 2
A cluster of 2 separate species, C5H9N in total. Source: the OMol25 dataset; level of theory: ωB97M-V/def2-TZVPD.

```
15
Properties=species:S:1:pos:R:3
C 1.323 -0.146 1.234
C 1.757 -0.885 0.195
N 1.678 -1.524 -0.819
H 1.120 -0.664 2.168
H 1.596 0.901 1.307
H 0.486 -1.349 -1.008
C -0.896 -0.925 -0.780
C -0.789 0.066 0.181
C -0.696 1.510 -0.244
H -1.045 -0.619 -1.815
H -1.318 -1.890 -0.506
H -1.145 -0.128 1.188
H -0.119 2.136 0.442
H -1.708 1.930 -0.303
H -0.247 1.587 -1.240
```

Calculated values
LUMO = 0.0382 hartree
DFT total energy = -6817.8252 eV
SMILES = C=C=N.C=CC
Gap between HOMO and LUMO = 10.3 eV
Charge = 0

***

Record 3
A cluster of 9 separate species, C51H116BN8O21 in total. Source: the OMol25 dataset; level of theory: ωB97M-V/def2-TZVPD.

```
197
Properties=species:S:1:pos:R:3
O 0.641 0.807 -3.712
C 0.469 0.338 -2.586
O -0.363 -0.586 -2.171
B -0.161 -0.831 -0.732
O 0.721 0.201 -0.296
C 1.245 0.815 -1.407
O 2.104 1.739 -1.367
O 0.453 -2.213 -0.654
C -0.300 -2.900 0.230
O -0.299 -4.106 0.490
C -1.483 -2.035 0.669
O -1.367 -0.887 0.066
O -2.467 -2.349 1.393
C 0.190 10.788 -1.688
C -1.123 10.116 -2.189
C -0.822 8.660 -2.313
C -0.844 7.918 -0.942
C -2.219 8.116 -0.257
C -2.593 9.614 -0.109
N -2.380 10.421 -1.350
O -2.730 11.729 -1.228
C -4.100 9.681 0.289
C -1.748 10.223 1.090
C -1.343 10.828 -3.541
H 0.486 10.269 -0.777
H 0.072 11.818 -1.354
H 0.954 10.688 -2.459
H -1.475 8.131 -3.007
H 0.208 8.489 -2.625
H -0.124 8.479 -0.346
H -0.600 6.861 -1.048
H -2.152 7.584 0.692
H -2.912 7.677 -0.975
H -4.763 9.545 -0.565
H -4.253 8.829 0.952
H -4.443 10.534 0.874
H -2.234 9.930 2.020
H -0.709 9.902 1.167
H -1.624 11.305 1.127
H -1.525 11.894 -3.404
H -2.286 10.491 -3.972
H -0.647 10.570 -4.339
H -3.624 11.754 -1.577
C 11.664 1.297 1.052
O 10.433 1.168 0.260
C 9.762 2.448 0.194
C 8.753 2.654 1.266
N 7.841 3.794 0.796
C 7.075 4.456 1.832
C 8.072 5.296 2.640
O 7.419 6.307 3.397
C 7.031 6.051 4.776
H 12.239 2.136 0.661
H 12.403 0.504 0.937
H 11.412 1.499 2.093
H 9.146 2.311 -0.695
H 10.406 3.297 -0.037
H 9.313 3.020 2.126
H 8.117 1.804 1.511
H 7.119 3.426 0.193
H 6.525 3.772 2.478
H 6.372 5.134 1.348
H 8.713 5.795 1.913
H 8.711 4.709 3.300
H 6.551 5.082 4.908
H 6.332 6.848 5.032
H 7.921 6.039 5.404
C 4.326 -5.746 -12.588
O 3.714 -5.649 -11.313
C 4.579 -5.254 -10.238
C 3.568 -4.976 -9.118
N 2.608 -3.929 -9.492
C 2.947 -2.522 -9.568
C 1.941 -1.738 -10.422
O 1.906 -2.240 -11.750
C 3.193 -2.104 -12.466
H 5.082 -6.513 -12.757
H 4.834 -4.815 -12.840
H 3.497 -6.021 -13.240
H 5.218 -4.378 -10.353
H 5.165 -6.128 -9.956
H 4.223 -4.767 -8.272
H 2.959 -5.807 -8.760
H 2.323 -4.193 -10.425
H 3.977 -2.404 -9.904
H 2.930 -2.193 -8.529
H 2.232 -0.688 -10.380
H 0.914 -1.932 -10.114
H 3.561 -1.078 -12.493
H 3.150 -2.499 -13.481
H 4.070 -2.569 -12.017
C -5.672 0.543 -4.317
O -6.950 0.295 -3.537
C -6.655 0.121 -2.201
C -8.109 0.028 -1.454
N -9.183 -0.643 -2.241
C -10.431 -0.201 -1.465
C -10.813 -1.158 -0.362
O -10.600 -2.425 -0.872
C -11.706 -3.201 -1.445
H -5.788 0.768 -5.377
H -5.044 -0.344 -4.394
H -5.083 1.253 -3.737
H -5.904 0.831 -1.858
H -6.224 -0.874 -2.090
H -8.284 1.052 -1.125
H -7.993 -0.467 -0.490
H -9.079 -1.581 -1.882
H -11.275 -0.103 -2.147
H -10.456 0.804 -1.044
H -11.864 -1.015 -0.110
H -10.089 -0.971 0.431
H -12.612 -2.892 -0.923
H -11.622 -4.288 -1.421
H -11.532 -2.971 -2.496
C -7.312 -7.097 5.951
O -7.857 -7.289 4.675
C -7.204 -6.428 3.798
C -7.650 -6.773 2.314
N -7.176 -8.120 1.974
C -5.744 -8.281 1.953
C -5.565 -9.674 1.386
O -6.028 -9.903 0.040
C -6.135 -11.356 -0.264
H -7.350 -6.151 6.492
H -6.260 -7.380 5.978
H -7.874 -7.799 6.566
H -6.123 -6.355 3.920
H -7.552 -5.423 4.035
H -7.184 -5.932 1.799
H -8.737 -6.689 2.341
H -7.438 -8.505 2.870
H -5.235 -8.136 2.906
H -5.386 -7.521 1.259
H -6.062 -10.291 2.135
H -4.560 -10.094 1.435
H -6.402 -11.792 -1.227
H -6.931 -11.735 0.377
H -5.230 -11.811 0.138
C 0.061 -5.011 6.542
O 0.394 -3.846 7.292
C 1.273 -3.006 6.486
C 2.013 -1.987 7.438
N 2.145 -0.641 6.792
C 3.040 -0.551 5.649
C 4.565 -0.664 5.985
O 4.947 0.359 6.870
C 6.179 0.183 7.549
H 0.911 -5.687 6.452
H -0.104 -4.642 5.530
H -0.846 -5.549 6.816
H 0.616 -2.459 5.810
H 2.010 -3.493 5.847
H 3.075 -2.089 7.661
H 1.382 -1.857 8.317
H 2.472 -0.001 7.502
H 2.937 0.359 5.059
H 2.785 -1.304 4.903
H 5.075 -0.542 5.029
H 4.808 -1.578 6.528
H 6.444 1.179 7.902
H 7.021 -0.163 6.948
H 6.126 -0.581 8.324
C -5.091 3.696 5.077
C -4.293 2.522 4.366
C -2.872 2.389 4.977
O -2.421 3.696 4.849
C -1.072 3.998 5.009
N -5.005 1.209 4.335
H -6.023 3.205 5.358
H -5.448 4.543 4.491
H -4.598 3.960 6.013
H -4.167 2.696 3.298
H -2.164 1.690 4.532
H -3.099 2.280 6.037
H -0.957 5.062 5.213
H -0.408 3.726 4.188
H -0.679 3.552 5.922
H -4.419 0.500 3.917
H -4.841 0.893 5.280
C 7.137 -4.802 1.737
C 6.956 -3.824 0.559
C 7.087 -4.586 -0.778
O 6.730 -3.912 -2.011
C 7.758 -2.983 -2.303
N 5.637 -3.214 0.686
H 6.401 -5.603 1.797
H 7.117 -4.396 2.748
H 8.137 -5.224 1.633
H 7.844 -3.200 0.659
H 6.482 -5.492 -0.824
H 8.074 -5.047 -0.765
H 7.716 -2.388 -3.215
H 8.639 -3.626 -2.308
H 7.890 -2.410 -1.385
H 5.544 -2.933 -0.280
H 4.966 -3.969 0.682
```

Calculated values
LUMO = 0.0638 hartree
DFT total energy = -110352.6038 eV
Gap between HOMO and LUMO = 8.5 eV
Charge = -1

***

Record 4
A cluster of 5 separate species, C34H36BClN3O14PS2 in total. Source: the OMol25 dataset; level of theory: ωB97M-V/def2-TZVPD.

```
92
Properties=species:S:1:pos:R:3
C -2.546 -6.720 1.886
C -3.575 -6.499 0.759
N -4.481 -5.356 0.969
C -3.836 -4.097 0.862
C -4.563 -2.927 1.578
P -6.422 -3.135 1.198
S -7.594 -1.880 2.113
B -4.568 -3.067 3.181
O -4.894 -2.046 4.033
O -4.205 -4.277 3.711
C -3.807 -4.286 5.089
C -3.950 -1.599 1.084
C -2.415 -1.512 1.215
C -1.801 -2.099 2.493
N -0.332 -2.168 2.273
C -4.354 -1.211 -0.379
Cl -5.901 -0.267 -0.394
N -3.329 -0.361 -1.007
C -3.383 0.845 -0.799
O -3.292 1.960 -0.502
O -4.546 -2.298 -1.256
S -3.772 -3.698 -0.977
O -2.400 -3.615 -1.391
O -4.522 -4.688 -1.684
H -2.797 -6.179 2.796
H -1.558 -6.409 1.540
H -2.468 -7.789 2.081
H -4.213 -7.374 0.631
H -3.097 -6.346 -0.209
H -4.929 -5.466 1.869
H -2.772 -4.162 1.112
H -6.684 -4.414 1.713
H -6.602 -3.254 -0.190
H -4.447 -1.216 3.843
H -4.685 -4.303 5.731
H -3.131 -3.471 5.335
H -3.271 -5.222 5.257
H -4.375 -0.795 1.691
H -1.890 -1.958 0.371
H -2.145 -0.455 1.221
H -1.971 -1.413 3.333
H -2.133 -3.108 2.735
H -0.022 -2.944 2.851
H 0.109 -1.353 2.689
O 0.282 0.649 3.334
C 0.711 1.526 2.607
C 1.641 1.219 1.496
C 2.110 2.179 0.703
C 1.717 3.596 0.902
O 2.138 4.478 0.182
C 0.785 3.903 2.018
C 0.318 2.942 2.808
H 1.914 0.179 1.362
H 2.789 1.968 -0.117
H 0.512 4.943 2.145
H -0.363 3.141 3.626
O 3.777 1.275 -2.246
C 4.199 2.167 -2.956
C 5.124 1.875 -4.079
C 5.591 2.847 -4.857
C 5.205 4.265 -4.636
O 5.636 5.146 -5.350
C 4.278 4.557 -3.512
C 3.813 3.581 -2.735
H 5.392 0.836 -4.223
H 6.268 2.657 -5.681
H 4.005 5.598 -3.366
H 3.138 3.775 -1.910
O 4.130 12.633 -3.242
C 3.968 11.442 -3.393
C 3.234 10.632 -2.388
C 3.058 9.324 -2.551
C 3.588 8.622 -3.745
O 3.428 7.428 -3.898
C 4.322 9.428 -4.750
C 4.498 10.736 -4.586
H 2.855 11.166 -1.525
H 2.527 8.713 -1.832
H 4.701 8.891 -5.611
H 5.030 11.345 -5.306
O 3.042 -1.303 -0.296
C 3.230 -2.502 -0.281
C 4.576 -3.075 -0.531
C 4.776 -4.390 -0.516
C 3.663 -5.338 -0.248
O 3.851 -6.536 -0.233
C 2.319 -4.762 0.002
C 2.119 -3.447 -0.013
H 5.372 -2.367 -0.724
H 5.748 -4.832 -0.696
H 1.522 -5.468 0.195
H 1.147 -3.002 0.170
```

Calculated values
LUMO = -0.0649 hartree
DFT total energy = -113131.8994 eV
SMILES = CCN[C@@H]1[C@@]([PH2]=S)(B(O)OC)[C@@H](CCN)[C@@](Cl)(N=C=O)OS1(=O)=O.O=C1C=CC(=O)C=C1.O=C1C=CC(=O)C=C1.O=C1C=CC(=O)C=C1.O=C1C=CC(=O)C=C1
Gap between HOMO and LUMO = 6.9 eV
Charge = 0

***

Record 5
A structure of composition C15H18HfN8O2. Source: the OMol25 dataset; level of theory: ωB97M-V/def2-TZVPD.

```
44
Properties=species:S:1:pos:R:3
N -1.327 -1.078 -0.623
C -1.849 -1.952 -1.180
C -2.546 -3.012 -1.825
H -2.212 -3.091 -2.871
H -3.631 -2.818 -1.811
H -2.330 -3.949 -1.292
N -0.784 0.900 2.152
C -1.038 1.177 3.253
C -1.373 1.555 4.583
H -2.463 1.682 4.672
H -0.884 2.510 4.831
H -1.034 0.771 5.275
N 1.420 1.422 -0.505
C 2.359 1.847 -1.039
C 3.525 2.386 -1.646
H 4.351 2.333 -0.930
H 3.351 3.430 -1.932
H 3.767 1.807 -2.544
Hf -0.576 0.811 0.026
C 1.846 -0.060 1.816
O 2.722 -0.549 2.370
C -0.237 -1.887 1.891
O -0.109 -2.536 2.833
C -2.775 1.224 -0.726
C -1.914 1.337 -1.824
C -0.867 2.256 -1.794
C -0.681 3.062 -0.665
C -1.487 2.897 0.455
C -2.547 1.975 0.421
H -3.625 0.543 -0.757
H -2.074 0.736 -2.717
H -0.223 2.365 -2.664
H 0.097 3.823 -0.651
H -1.317 3.512 1.336
H -3.215 1.869 1.274
N 2.156 -4.758 -0.592
N 2.226 -3.377 -0.533
N 2.823 -2.714 -1.548
C 2.297 -1.494 -1.405
N 1.368 -1.430 -0.435
N 1.245 -2.643 0.070
H 1.997 -5.132 0.334
H 2.992 -5.097 -1.054
H 2.577 -0.653 -2.031
```

Calculated values
LUMO = -0.5783 hartree
DFT total energy = -33123.3345 eV
Gap between HOMO and LUMO = 4.8 eV
Charge = +4

***

Record 6
The ion C8H9IN with charge +1. Source: the OMol25 dataset; level of theory: ωB97M-V/def2-TZVPD.

```
19
Properties=species:S:1:pos:R:3
C -1.980 -0.888 -2.542
C -1.816 -0.468 -1.288
C -0.657 -1.086 -0.541
I -1.583 -2.509 0.908
N 0.174 -0.164 0.187
C 1.545 -0.369 0.186
C 2.387 0.410 0.975
C 1.924 1.478 1.643
C 0.504 1.718 1.634
C -0.273 0.824 0.927
H -2.739 -0.493 -3.163
H -1.463 -1.673 -3.181
H -2.441 0.265 -0.765
H 0.007 -1.746 -1.074
H 2.035 -1.210 -0.282
H 3.386 0.164 1.123
H 2.459 2.164 2.271
H -0.040 2.602 2.146
H -1.427 0.981 0.835
```

Calculated values
LUMO = -0.1841 hartree
DFT total energy = -18024.3187 eV
SMILES = C=C[C@H](I)[n+]1ccccc1
Gap between HOMO and LUMO = 8.0 eV
Charge = +1